No. 1
This record from OMol25 describes C34H40BKN10O2S3 as an isolated structure in a non-equilibrium geometry. The level of theory is ωB97M-V/def2-TZVPD.

Geometry as ORCA input:
```
! wB97M-V def2-TZVPD RIJCOSX def2/J DEFGRID3
* xyz -1 2
K -0.094 0.650 -0.308
C -0.677 -1.979 3.124
C -0.814 -0.595 2.943
N -1.406 -0.321 1.793
N -1.663 -1.508 1.208
C -1.225 -2.525 1.985
B -2.470 -1.521 -0.111
N -3.479 -0.360 0.009
C -4.376 -0.317 1.023
C -5.103 0.842 0.905
C -4.556 1.467 -0.229
N -3.585 0.739 -0.759
N -1.524 -1.440 -1.339
C -0.722 -2.459 -1.732
C -0.051 -2.058 -2.864
C -0.510 -0.750 -3.086
N -1.388 -0.390 -2.162
N -3.306 -2.822 -0.263
C -4.534 -2.901 -0.823
C -4.861 -4.232 -0.946
C -3.740 -4.906 -0.436
N -2.811 -4.053 -0.035
H -0.242 -2.500 3.960
H -0.520 0.211 3.598
H -1.345 -3.545 1.670
H -4.432 -1.105 1.757
H -5.898 1.186 1.545
H -4.835 2.404 -0.687
H -0.698 -3.389 -1.191
H 0.664 -2.621 -3.440
H -0.260 -0.075 -3.891
H -5.091 -2.018 -1.092
H -5.766 -4.655 -1.348
H -3.574 -5.968 -0.347
C 2.915 0.487 -3.050
C 3.028 0.049 -1.619
N 3.302 0.957 -0.758
N 3.644 0.834 0.473
C 3.054 1.272 1.553
S 1.699 2.256 1.700
S 3.939 0.732 3.017
C 2.529 0.057 3.987
C 2.805 -1.378 4.308
C 2.435 -2.363 3.399
C 2.747 -3.692 3.637
C 3.438 -4.051 4.786
C 3.803 -3.075 5.703
C 3.486 -1.745 5.466
C 2.872 -1.365 -1.254
C 3.583 -2.350 -1.938
C 3.505 -3.679 -1.575
C 2.672 -4.040 -0.507
C 1.942 -3.099 0.174
C 2.028 -1.707 -0.142
O 1.380 -0.820 0.503
H 3.537 1.361 -3.237
H 1.881 0.768 -3.261
H 3.177 -0.325 -3.725
H 1.664 0.169 3.338
H 2.403 0.669 4.878
H 1.907 -2.073 2.497
H 2.456 -4.444 2.913
H 3.693 -5.089 4.964
H 4.343 -3.350 6.601
H 3.768 -0.983 6.185
H 4.235 -2.059 -2.757
H 4.083 -4.428 -2.100
H 2.607 -5.084 -0.217
H 1.281 -3.380 0.985
C 0.674 6.823 -2.629
C -0.177 6.748 -1.360
C 0.300 5.678 -0.387
S 0.032 3.911 -0.832
O 0.709 3.664 -2.130
C -1.785 3.980 -1.160
C -2.148 4.095 -2.637
C -2.029 2.770 -3.391
H 0.215 7.486 -3.365
H 0.791 5.834 -3.069
H 1.669 7.211 -2.400
H -1.223 6.577 -1.625
H -0.142 7.712 -0.843
H -0.184 5.771 0.589
H 1.380 5.739 -0.240
H -2.173 4.810 -0.566
H -2.177 3.048 -0.746
H -1.511 4.843 -3.118
H -3.178 4.459 -2.699
H -0.981 2.502 -3.508
H -2.472 2.862 -4.385
H -2.533 1.960 -2.857
*
```

Summary:
HOMO level (alpha / beta)   -4.58 / -4.50 eV
ΔE to the lowest compared entry with this formula, charge and spin   141.6 kJ/mol
Largest force on an atom   1.9 eV/Å
Orbital gap (alpha / beta)   6.73 / 5.15 eV
Expectation value of S²   0.773

Atomic charges from the Löwdin analysis, expressed in e, are listed below:
1 K 0.666
2 C -0.073
3 C -0.167
4 N 0.008
5 N -0.007
6 C -0.081
7 B -0.664
8 N -0.024
9 C -0.105
10 C -0.075
11 C -0.179
12 N 0.073
13 N -0.031
14 C -0.074
15 C -0.053
16 C -0.182
17 N -0.047
18 N -0.004
19 C -0.085
20 C -0.082
21 C -0.171
22 N 0.050
23 H 0.092
24 H 0.102
25 H 0.098
26 H 0.129
27 H 0.081
28 H 0.091
29 H 0.115
30 H 0.097
31 H 0.099
32 H 0.119
33 H 0.079
34 H 0.090
35 C -0.005
36 C -0.256
37 N 0.118
38 N -0.021
39 C -1.097
40 S 0.610
41 S 0.891
42 C -0.417
43 C -0.304
44 C -0.052
45 C -0.069
46 C -0.101
47 C -0.102
48 C -0.059
49 C -0.123
50 C -0.068
51 C -0.126
52 C -0.100
53 C -0.042
54 C -0.396
55 O -0.266
56 H 0.084
57 H 0.066
58 H 0.074
59 H 0.012
60 H 0.079
61 H 0.077
62 H 0.099
63 H 0.094
64 H 0.093
65 H 0.108
66 H 0.104
67 H 0.083
68 H 0.096
69 H 0.091
70 C -0.109
71 C -0.289
72 C -0.336
73 S 0.834
74 O -0.530
75 C -0.322
76 C -0.282
77 C -0.103
78 H 0.069
79 H 0.054
80 H 0.074
81 H 0.088
82 H 0.104
83 H 0.088
84 H 0.092
85 H 0.083
86 H 0.057
87 H 0.089
88 H 0.106
89 H 0.054
90 H 0.071
91 H 0.048

No. 2
This record from OMol25 describes C34H40Br2RuS3Sb2 as an isolated structure. The level of theory is ωB97M-V/def2-TZVPD.

Geometry as ORCA input:
```
! wB97M-V def2-TZVPD RIJCOSX def2/J DEFGRID3
* xyz 3 2
Ru -1.789 -1.977 -1.288
C -0.374 -4.829 -0.645
C -1.376 -4.741 0.485
S -2.009 -3.027 0.724
C -3.792 -3.423 0.845
C -4.417 -3.873 -0.462
S -3.969 -2.822 -1.904
C -3.509 -4.114 -3.096
C -2.301 -4.930 -2.677
S -0.897 -3.885 -2.114
H -0.187 -5.864 -0.934
H 0.581 -4.386 -0.364
H -0.931 -5.054 1.428
H -2.234 -5.383 0.295
H -4.256 -2.511 1.211
H -3.916 -4.188 1.612
H -5.502 -3.849 -0.373
H -4.131 -4.898 -0.693
H -3.324 -3.572 -4.025
H -4.369 -4.761 -3.267
H -1.938 -5.524 -3.515
H -2.555 -5.618 -1.872
C 3.366 -0.005 -0.644
C 3.411 -0.781 0.678
C 2.043 -1.223 1.213
Sb 0.808 0.490 1.547
C -1.216 0.304 1.035
C -1.616 0.313 -0.318
C -2.959 0.162 -0.635
C -3.906 0.057 0.410
C -3.503 0.066 1.721
C -2.135 0.172 2.045
C 0.996 1.289 3.457
C 0.086 2.256 3.877
C 0.248 2.810 5.138
C 1.302 2.405 5.949
C 2.204 1.443 5.513
C 2.060 0.876 4.255
Sb 2.306 1.826 -0.342
C 3.488 3.205 0.686
C 2.889 4.073 1.595
C 3.687 4.987 2.264
C 5.056 5.026 2.023
C 5.640 4.154 1.115
C 4.857 3.231 0.436
C 1.270 2.455 -2.054
C 0.065 3.143 -1.946
C -0.581 3.545 -3.105
C -0.020 3.267 -4.347
C 1.190 2.592 -4.440
C 1.846 2.176 -3.289
H 2.856 -0.551 -1.439
H 4.372 0.245 -0.978
H 3.950 -0.188 1.423
H 4.007 -1.683 0.526
H 2.129 -1.783 2.146
H 1.532 -1.882 0.512
H -0.910 0.570 -1.096
H -3.286 0.283 -1.661
H -4.961 0.000 0.168
H -4.233 -0.001 2.518
H -1.839 0.171 3.088
H -0.739 2.573 3.250
H -0.452 3.557 5.489
H 1.419 2.840 6.932
H 3.019 1.131 6.152
H 2.763 0.121 3.922
H 1.822 4.052 1.788
H 3.240 5.673 2.970
H 5.672 5.745 2.546
H 6.705 4.193 0.929
H 5.322 2.559 -0.276
H -0.364 3.388 -0.981
H -1.511 4.094 -3.039
H -0.518 3.602 -5.247
H 1.637 2.401 -5.407
H 2.793 1.657 -3.373
Br -3.811 -0.484 -4.592
C -1.984 -0.804 -5.003
Br -0.867 -0.762 -3.394
H -1.589 -0.019 -5.637
H -1.857 -1.784 -5.445
*
```

Summary:
HOMO level (alpha / beta)   -14.12 / -15.47 eV
ΔE to the lowest compared entry with this formula, charge and spin   3.6 kJ/mol
Largest force on an atom   0.7 eV/Å
Orbital gap (alpha / beta)   6.02 / 7.37 eV
Expectation value of S²   0.755

Atomic charges from the Löwdin analysis, expressed in e, are listed below:
1 Ru 0.137
2 C -0.464
3 C -0.436
4 S 0.842
5 C -0.442
6 C -0.434
7 S 0.820
8 C -0.470
9 C -0.430
10 S 0.788
11 H 0.105
12 H 0.073
13 H 0.095
14 H 0.076
15 H 0.060
16 H 0.105
17 H 0.098
18 H 0.072
19 H 0.061
20 H 0.106
21 H 0.099
22 H 0.073
23 C -0.317
24 C -0.344
25 C -0.317
26 Sb 1.603
27 C -0.405
28 C -0.280
29 C -0.172
30 C -0.055
31 C -0.056
32 C -0.122
33 C -0.397
34 C -0.131
35 C -0.041
36 C -0.025
37 C -0.039
38 C -0.110
39 Sb 1.601
40 C -0.389
41 C -0.128
42 C -0.044
43 C -0.027
44 C -0.040
45 C -0.112
46 C -0.394
47 C -0.134
48 C -0.046
49 C -0.039
50 C -0.054
51 C -0.126
52 H 0.076
53 H 0.076
54 H 0.109
55 H 0.132
56 H 0.080
57 H 0.052
58 H 0.015
59 H 0.068
60 H 0.134
61 H 0.130
62 H 0.112
63 H 0.106
64 H 0.125
65 H 0.127
66 H 0.125
67 H 0.102
68 H 0.096
69 H 0.123
70 H 0.127
71 H 0.126
72 H 0.104
73 H 0.107
74 H 0.124
75 H 0.125
76 H 0.125
77 H 0.108
78 Br 0.702
79 C -0.948
80 Br 0.695
81 H 0.011
82 H 0.015

No. 3
This record from OMol25 describes C34H40F4NO6PSi2 as an isolated structure in a non-equilibrium geometry. The level of theory is ωB97M-V/def2-TZVPD.

Geometry as ORCA input:
```
! wB97M-V def2-TZVPD RIJCOSX def2/J DEFGRID3
* xyz 0 1
C 9.653 1.271 0.245
C 9.566 -0.236 0.206
C 8.210 -1.020 0.779
O 7.391 -0.310 1.570
O 7.962 -2.436 0.364
C 6.788 -2.443 -0.568
C 5.415 -2.759 0.319
C 4.031 -2.686 -0.587
C 2.805 -2.094 0.334
C 1.518 -3.095 0.497
C 0.151 -2.607 -0.265
Si -0.593 -0.946 0.400
N 0.560 -0.006 1.431
C 0.728 -0.592 2.667
O 0.799 -1.003 3.960
O -2.120 -1.133 1.250
Si -2.823 0.418 1.685
P -1.070 0.254 -1.431
O -1.019 1.962 -1.086
O -2.630 -0.278 -1.994
H 9.797 1.778 1.315
H 9.630 1.882 -0.768
H 10.487 -0.804 -0.274
H 6.929 -3.189 -1.471
H 6.696 -1.312 -0.935
H 5.562 -3.830 0.776
H 5.431 -2.002 1.212
H 4.259 -1.885 -1.443
H 3.796 -3.723 -1.088
H 3.258 -1.952 1.430
H 2.560 -1.023 -0.065
H 1.307 -3.320 1.643
H 1.843 -4.138 0.019
H -0.672 -3.440 -0.034
H 0.231 -2.571 -1.442
H -4.212 0.536 1.179
H -2.013 1.581 1.298
H -2.877 0.449 3.161
H -1.920 2.317 -1.410
H -3.381 0.167 -1.478
F -6.963 1.838 -2.909
C -7.186 0.520 -2.819
C -6.107 -0.350 -2.711
C -6.338 -1.722 -2.612
C -7.647 -2.209 -2.633
C -8.724 -1.328 -2.746
C -8.492 0.044 -2.834
H -5.096 0.046 -2.705
H -5.502 -2.410 -2.520
H -7.827 -3.280 -2.560
H -9.741 -1.710 -2.767
H -9.317 0.744 -2.914
F 12.720 2.334 1.900
C 13.235 1.164 2.299
C 13.921 0.372 1.386
C 14.463 -0.845 1.802
C 14.302 -1.261 3.126
C 13.607 -0.460 4.034
C 13.076 0.761 3.621
H 14.029 0.707 0.359
H 15.008 -1.468 1.097
H 14.720 -2.211 3.449
H 13.480 -0.788 5.063
H 12.541 1.399 4.316
F -9.480 8.428 -5.112
C -8.965 7.258 -4.713
C -8.279 6.465 -5.627
C -7.737 5.249 -5.211
C -7.898 4.833 -3.887
C -8.593 5.633 -2.978
C -9.124 6.855 -3.392
H -8.171 6.801 -6.653
H -7.192 4.626 -5.915
H -7.480 3.882 -3.564
H -8.720 5.306 -1.949
H -9.659 7.493 -2.697
F -6.122 0.450 1.943
C -6.677 -0.538 2.657
C -6.211 -0.801 3.940
C -6.793 -1.826 4.685
C -7.828 -2.585 4.134
C -8.286 -2.317 2.843
C -7.711 -1.284 2.102
H -5.401 -0.206 4.348
H -6.441 -2.034 5.693
H -8.279 -3.388 4.714
H -9.089 -2.912 2.415
H -8.060 -1.057 1.101
*
```

Summary:
HOMO level   -8.28 eV
ΔE to the lowest compared entry with this formula, charge and spin   824.2 kJ/mol
Largest force on an atom   11.1 eV/Å
Orbital gap   7.07 eV

Atomic charges from the Löwdin analysis, expressed in e, are listed below:
1 C 0.025
2 C -0.056
3 C -0.266
4 O -0.040
5 O -0.135
6 C -0.174
7 C -0.173
8 C -0.196
9 C -0.223
10 C -0.250
11 C -0.279
12 Si 0.288
13 N 0.013
14 C -0.135
15 O -0.008
16 O -0.476
17 Si 0.575
18 P 0.765
19 O -0.419
20 O -0.402
21 H 0.097
22 H 0.088
23 H 0.110
24 H 0.140
25 H 0.136
26 H 0.121
27 H 0.106
28 H 0.116
29 H 0.111
30 H 0.113
31 H 0.103
32 H 0.117
33 H 0.114
34 H 0.103
35 H 0.091
36 H -0.053
37 H -0.060
38 H -0.059
39 H 0.078
40 H 0.042
41 F 0.052
42 C -0.281
43 C -0.014
44 C -0.072
45 C -0.096
46 C -0.084
47 C -0.016
48 H 0.091
49 H 0.109
50 H 0.102
51 H 0.106
52 H 0.117
53 F 0.054
54 C -0.297
55 C -0.023
56 C -0.084
57 C -0.098
58 C -0.082
59 C -0.018
60 H 0.114
61 H 0.104
62 H 0.101
63 H 0.106
64 H 0.116
65 F 0.061
66 C -0.292
67 C -0.020
68 C -0.080
69 C -0.093
70 C -0.081
71 C -0.020
72 H 0.115
73 H 0.105
74 H 0.077
75 H 0.105
76 H 0.114
77 F 0.003
78 C -0.292
79 C -0.018
80 C -0.080
81 C -0.098
82 C -0.083
83 C -0.015
84 H 0.108
85 H 0.106
86 H 0.101
87 H 0.105
88 H 0.112